Entry 1:
The following is a quantum chemistry calculation of a 2-piece molecular cluster, CH2F3N overall in a non-equilibrium geometry, from OMol25.

- ΔE to the lowest compared entry with this formula, charge and spin: 77.75 kcal per mole
- Structure (SMILES): F/C=N\F.F
- LUMO energy: 0.02592 Eh
- HOMO-LUMO gap: 12.6 eV
- Largest force on an atom: 3.3 eV Å⁻¹

The geometry in XYZ format:
```
7
CH2F3N, DFT ωB97M-V/def2-TZVPD
F 1.8859 1.2372 -0.5453
C 1.0431 0.7905 0.4164
N 0.6363 -0.3428 0.7211
F 1.0775 -1.4320 -0.0896
H 0.8517 1.6187 1.1873
F -2.4884 -1.0200 -0.4729
H -3.0062 -0.8516 -1.2171
```



Entry 2:
The following is a quantum chemistry calculation of an isolated molecule of CH2F3NS in a non-equilibrium geometry, from OMol25.

- ΔE to the lowest compared entry with this formula, charge and spin: 130.57 kcal per mole
- Structure (SMILES): C=S(F)(F)=NF
- LUMO energy: 0.02307 Eh
- HOMO-LUMO gap: 10.7 eV
- Largest force on an atom: 6.1 eV Å⁻¹

The geometry in XYZ format:
```
8
CH2F3NS, DFT ωB97M-V/def2-TZVPD
C 0.1656 0.0433 -0.2113
S 1.7621 -0.1931 -0.1404
F 2.4901 -0.9598 1.0569
F 1.8821 -1.5744 -0.8697
N 2.6207 1.0693 -0.4866
F 3.8017 1.0824 0.1864
H -0.3988 -0.8866 -0.4446
H -0.3098 0.8203 0.1553
```



Entry 3:
The following is a quantum chemistry calculation of a 2-piece molecular cluster, CH2F3O2PS overall in a non-equilibrium geometry, from OMol25.

- ΔE to the lowest compared entry with this formula, charge and spin: 42.06 kcal per mole
- LUMO energy (alpha / beta): -0.09962 / -0.12467 Eh
- HOMO-LUMO gap (alpha / beta): 6.6 / 5.3 eV
- Largest force on an atom: 4.5 eV Å⁻¹

The geometry in XYZ format:
```
10
CH2F3O2PS, DFT ωB97M-V/def2-TZVPD
C -1.3875 1.0089 0.0541
O -1.6198 -1.7550 0.3862
O 0.5829 -0.8281 -0.2304
F -2.0222 1.4908 -1.0431
F -0.4436 1.8718 0.4451
F -2.2782 0.8320 1.0350
P 2.8158 -0.4817 0.6730
S -0.9413 -0.9285 -0.5300
H 2.6869 0.2551 -0.5485
H 2.6069 -1.4652 -0.2415
```



Entry 4:
The following is a quantum chemistry calculation of a 2-piece molecular cluster, CH2FNO2 overall in a non-equilibrium geometry, from OMol25.

- ΔE to the lowest compared entry with this formula, charge and spin: 97.97 kcal per mole
- LUMO energy (alpha / beta): 0.00052 / -0.06617 Eh
- HOMO-LUMO gap (alpha / beta): 10.7 / 6.7 eV
- Largest force on an atom: 2.8 eV Å⁻¹

The geometry in XYZ format:
```
7
CH2FNO2, DFT ωB97M-V/def2-TZVPD
C -1.3798 0.3273 -0.9323
N 1.9828 -0.5053 1.3390
O 1.6318 -1.6011 1.6345
O 1.7484 0.2443 0.4101
F -1.2032 0.4068 0.3513
H -2.3515 0.7966 -1.2932
H -0.4285 0.3314 -1.5093
```



Entry 5:
The following is a quantum chemistry calculation of an isolated molecule of CH2FNO2S in a non-equilibrium geometry, from OMol25.

- ΔE to the lowest compared entry with this formula, charge and spin: 21.62 kcal per mole
- Structure (SMILES): C=NS(=O)(=O)F
- LUMO energy: -0.00978 Eh
- HOMO-LUMO gap: 11.2 eV
- Largest force on an atom: 3.4 eV Å⁻¹

The geometry in XYZ format:
```
8
CH2FNO2S, DFT ωB97M-V/def2-TZVPD
C -0.0946 0.7270 0.5362
N 0.6616 -0.0108 1.2085
S -0.4311 -0.6786 2.6463
O -1.2914 -1.7297 2.2542
O -0.9799 0.2455 3.5430
F 0.8031 -1.3658 3.4081
H 0.2317 1.4526 -0.1668
H -1.1763 0.6779 0.7661
```



Entry 6:
The following is a quantum chemistry calculation of CH2FNO3S as an isolated structure in a non-equilibrium geometry, from OMol25.

- ΔE to the lowest compared entry with this formula, charge and spin: 66.56 kcal per mole
- LUMO energy: 0.00131 Eh
- HOMO-LUMO gap: 10.9 eV
- Largest force on an atom: 4.9 eV Å⁻¹

The geometry in XYZ format:
```
9
CH2FNO3S, DFT ωB97M-V/def2-TZVPD
C 1.3239 -0.7954 0.4040
N 0.7029 0.3694 0.3105
O 0.6269 -1.7966 0.3175
O -0.9942 -0.6161 -1.6426
O -0.9414 1.5079 -0.5696
F -1.9075 -0.1491 0.6089
S -0.6113 0.0433 -0.4636
H 2.3259 -0.5746 0.7645
H -0.5253 2.0113 0.2704
```



Please write out number 4 again, unchanged.
The following is a quantum chemistry calculation of a 2-piece molecular cluster, CH2FNO2 overall in a non-equilibrium geometry, from OMol25.

- ΔE to the lowest compared entry with this formula, charge and spin: 97.97 kcal per mole
- LUMO energy (alpha / beta): 0.00052 / -0.06617 Eh
- HOMO-LUMO gap (alpha / beta): 10.7 / 6.7 eV
- Largest force on an atom: 2.8 eV Å⁻¹

The geometry in XYZ format:
```
7
CH2FNO2, DFT ωB97M-V/def2-TZVPD
C -1.3798 0.3273 -0.9323
N 1.9828 -0.5053 1.3390
O 1.6318 -1.6011 1.6345
O 1.7484 0.2443 0.4101
F -1.2032 0.4068 0.3513
H -2.3515 0.7966 -1.2932
H -0.4285 0.3314 -1.5093
```